# C4H6O3S

C4H6O3S as an isolated structure (ωB97M-V/def2-TZVPD, the Open Molecules 2025 dataset).

XYZ file:
```
14
Properties=species:S:1:pos:R:3
C 0.895 1.276 0.314
C -0.120 0.199 -0.334
C -0.621 -0.901 0.542
C 0.315 -1.783 -1.285
H -1.367 1.562 1.755
H 1.223 1.799 -0.634
H 1.675 0.930 0.909
H -0.959 0.964 -0.879
H -1.694 -0.585 0.877
H 0.007 -1.042 1.477
O -0.672 -2.020 -0.348
O 0.718 -2.582 -2.086
O 0.782 -0.514 -1.348
S -0.182 2.697 1.040
```

Calculated values
- charge = 0
- E (eV) = -21220.307
- energy relative to the best compared isomer or geometry (same formula, charge and spin) (eV) = 2.677
- orbital gap (hartree) = 0.3415